{"formula": "C28H41BrInN6O12P2", "method": "ωB97M-V/def2-TZVPD", "max_force_ev_per_a": 1.17, "orbital_gap_ha": 0.336, "charge": 1, "multiplicity": 1, "homo_ev": -11.72, "species": ["In", "O", "C", "O", "C", "C", "C", "C", "C", "N", "C", "O", "O", "H", "H", "H", "H", "C", "C", "C", "O", "P", "O", "C", "P", "O", "O", "C", "C", "C", "O", "C", "C", "C", "O", "C", "C", "C", "H", "H", "H", "H", "H", "H", "H", "H", "H", "H", "H", "H", "H", "H", "H", "H", "H", "H", "H", "H", "H", "H", "H", "H", "H", "H", "H", "H", "H", "H", "Br", "C", "C", "C", "C", "C", "N", "C", "O", "O", "H", "H", "H", "N", "C", "N", "N", "C", "N", "H", "H", "H", "H"], "coordinates": [[-0.05032, 0.14970, 0.27071], [-3.22426, -2.36580, 2.73958], [-2.31137, -1.60581, 2.14875], [-1.50353, -2.02173, 1.35421], [-2.35503, -0.18432, 2.59225], [-3.17557, 0.25261, 3.61586], [-3.11697, 1.58944, 3.99145], [-2.21139, 2.42235, 3.36494], [-1.41539, 1.89653, 2.35330], [-1.51918, 0.64024, 1.95720], [-0.35945, 2.75124, 1.68192], [-0.40968, 3.95994, 1.86552], [0.51810, 2.12408, 0.98333], [-3.13258, -3.28177, 2.44514], [-3.84174, -0.44376, 4.10316], [-3.75694, 1.96324, 4.77895], [-2.08332, 3.46096, 3.63223], [-4.35931, 4.74101, -1.96462], [-3.16511, 5.08517, -1.09085], [-2.22327, 6.07299, -1.75545], [-2.48242, 3.86176, -0.71236], [-1.42052, 2.99682, -1.46970], [-1.46400, 1.63194, -0.87957], [0.18681, 3.83911, -1.44063], [1.48459, 2.60981, -1.72324], [1.10611, 1.17650, -1.62498], [1.94650, 2.80173, -3.24214], [2.48948, 4.05644, -3.72019], [3.83996, 3.77480, -4.35236], [1.53526, 4.67421, -4.73369], [2.68461, 3.14517, -0.85451], [3.93040, 2.38657, -0.77357], [5.03423, 3.40350, -0.56167], [3.84560, 1.37706, 0.35744], [-1.83964, 2.96723, -3.00351], [-1.89512, 1.73421, -3.78379], [-1.06652, 1.90664, -5.04221], [-3.35083, 1.44235, -4.09790], [-4.97567, 5.62584, -2.12091], [-4.96609, 3.97168, -1.48677], [-4.01843, 4.36929, -2.93112], [-3.50454, 5.48676, -0.13595], [-1.87690, 5.66870, -2.70990], [-1.37031, 6.28010, -1.10821], [-2.74821, 7.00755, -1.94651], [0.33778, 4.30556, -0.46728], [0.20799, 4.59991, -2.21816], [2.61726, 4.73181, -2.86854], [3.71766, 3.07894, -5.18292], [4.53095, 3.33435, -3.63347], [4.26702, 4.70269, -4.73185], [1.51054, 4.06748, -5.63931], [1.87393, 5.67638, -4.99484], [0.51891, 4.73997, -4.34364], [4.07815, 1.86388, -1.72455], [4.83375, 3.97202, 0.34666], [5.09246, 4.09621, -1.40138], [5.99009, 2.89076, -0.46062], [3.66831, 1.89188, 1.30230], [4.77597, 0.81237, 0.42068], [3.02324, 0.68920, 0.17810], [-1.47591, 0.92959, -3.17717], [-1.40544, 2.78454, -5.59480], [-1.17954, 1.02487, -5.67290], [-0.01611, 2.02062, -4.78852], [-3.76213, 2.22286, -4.74015], [-3.94759, 1.39203, -3.18527], [-3.42315, 0.48696, -4.61806], [-3.89528, -0.21984, -0.52645], [-2.62859, -1.09630, -1.61110], [-3.14028, -1.77106, -2.71000], [-2.28717, -2.55529, -3.46452], [-0.96731, -2.66969, -3.07276], [-0.53639, -1.93999, -1.98019], [-1.33892, -1.13604, -1.27028], [0.88923, -2.12009, -1.49849], [1.56428, -2.99845, -2.00958], [1.27747, -1.34640, -0.54878], [-4.19075, -1.68602, -2.94443], [-2.66392, -3.09248, -4.32461], [-0.26077, -3.31297, -3.57525], [3.65387, -2.83146, 0.45784], [3.36523, -3.14560, 1.72011], [4.00525, -4.16472, 2.30908], [2.49043, -2.49008, 2.45980], [1.74633, -1.49895, 2.16430], [1.00810, -0.58942, 2.10228], [4.17162, -3.48322, -0.10707], [2.99323, -2.23651, -0.03677], [4.70285, -4.70160, 1.82903], [3.82142, -4.35089, 3.27802]], "lowdin_charge": [0.84, 0.15, -0.50, 0.09, -0.19, 0.04, 0.00, 0.05, -0.14, 0.11, -0.58, 0.07, -0.09, 0.15, 0.13, 0.12, 0.13, -0.03, -0.40, -0.04, -0.15, 0.53, -0.33, -0.17, 0.53, -0.25, -0.18, -0.45, -0.03, -0.04, -0.17, -0.42, -0.03, -0.03, -0.17, -0.42, -0.02, -0.04, 0.09, 0.09, 0.07, 0.15, 0.08, 0.09, 0.09, 0.08, 0.06, 0.14, 0.09, 0.07, 0.09, 0.09, 0.09, 0.06, 0.14, 0.09, 0.07, 0.09, 0.10, 0.09, 0.05, 0.12, 0.09, 0.09, 0.07, 0.09, 0.06, 0.08, 0.93, -0.68, -0.11, -0.02, 0.03, -0.15, 0.06, -0.55, 0.08, -0.11, 0.11, 0.12, 0.13, 0.22, -0.47, 0.18, 0.15, -0.28, 0.15, 0.12, 0.08, 0.12, 0.12]}